No. 1
21
Properties=species:S:1:pos:R:3:forces:R:3:nbo_charge:R:1 method="wB97M-V/def2-TZVPD" total_charge=-1 homo_lumo_gap_ev=4.74 homo_energy_ev=-3.029
O -0.410208 -0.685206 2.890797 1.2 0.3 -1.9 -0.598
C -1.006572 -0.730025 4.124701 0.1 0.4 2.4 0.941
O -1.916092 0.090284 4.374903 -0.1 0.0 -0.5 -0.817
O -0.491448 -1.560184 4.907213 -0.4 -0.2 -0.4 -0.796
C 0.142170 0.574616 2.424943 -1.4 -0.2 0.4 -0.094
H -0.581748 1.005851 1.711085 -0.1 -0.1 0.1 0.123
H 0.180002 1.256384 3.288070 0.0 0.0 -0.3 0.176
C 1.496242 0.405105 1.798339 1.9 0.7 0.3 -0.840
H 2.267044 0.725852 2.527053 -0.3 0.1 -0.1 0.162
H 1.771042 -0.662316 1.696144 -0.5 0.4 -0.7 0.203
O 0.893535 0.324328 -2.939536 0.8 -0.2 -1.1 -0.492
C 0.775498 -0.577675 -1.952902 -3.1 4.3 4.6 0.972
C -0.344784 0.415475 -3.670650 0.3 0.0 -0.2 -0.099
O 1.082170 -0.229666 -0.776685 1.0 -3.2 -4.0 -0.583
O -0.306358 -1.332734 -2.126525 0.1 -1.3 -0.5 -0.466
C -1.159593 -0.758187 -3.128132 0.1 -0.6 -0.3 -0.101
Tl 1.988448 1.995447 -0.417236 -0.1 -0.5 1.8 0.507
H -0.121061 0.333362 -4.738924 -0.1 0.1 0.2 0.195
H -0.805964 1.389832 -3.453936 0.3 -0.3 0.0 0.202
H -1.353271 -1.530179 -3.881537 -0.1 0.2 0.1 0.193
H -2.099052 -0.450364 -2.657186 0.3 -0.1 0.0 0.210

No. 2
10
Properties=species:S:1:pos:R:3:forces:R:3:nbo_charge:R:1 method="wB97M-V/def2-TZVPD" total_charge=0 homo_lumo_gap_ev="8.91 / 8.91" homo_energy_ev="-8.901 / -8.902"
C 0.149628 -1.296971 -0.633394 -1.1 2.6 -0.6 0.529
C -0.961778 0.836834 -0.628404 -0.8 -2.5 -3.4 0.011
C 0.682975 0.220817 1.000742 1.9 -0.6 1.1 0.073
N 0.886762 -1.081491 0.331263 -0.1 1.8 1.4 -0.533
O -0.583394 0.905015 0.609265 0.6 -0.1 0.4 -0.530
F 0.195127 -2.408141 -1.319696 0.0 -0.4 -0.4 -0.316
H -0.557086 1.577594 -1.414066 -0.2 -1.3 1.3 0.172
H -1.985797 0.335441 -0.974895 2.0 1.4 1.5 0.203
H 0.485077 0.042080 2.085826 0.3 0.1 -0.9 0.200
H 1.688486 0.868823 0.943358 -2.5 -1.1 -0.4 0.192

No. 3
27
Properties=species:S:1:pos:R:3:forces:R:3:lowdin_charge:R:1 method="wB97M-V/def2-TZVPD" total_charge=+3 homo_lumo_gap_ev=5.45 homo_energy_ev=-21.969
C 0.879359 3.237672 -0.776458 0.2 0.3 0.6 0.020
N 1.108899 1.787375 -0.743770 -2.7 0.1 1.8 0.047
C -0.116344 1.078346 -0.864426 -0.2 2.3 -2.9 -0.193
P -0.417778 -0.275842 0.568934 2.6 -2.0 3.4 1.021
F -0.876835 -1.355425 1.718492 -0.6 0.5 -1.2 -0.166
C 1.092005 -1.321421 0.195618 0.4 -0.7 1.1 -0.135
C 1.667969 -1.818600 1.574775 -2.4 -0.7 1.1 -0.778
O 1.896983 -1.068079 2.524503 -1.8 0.6 -0.1 -0.115
O 1.934139 -3.077886 1.719450 0.0 -0.2 -1.0 0.205
B -2.234941 -0.551573 -0.228975 -4.4 -0.3 -1.7 -0.447
C -2.490419 -1.286332 -1.605685 1.3 -0.2 -0.4 0.060
O -3.257184 -0.056922 0.459404 2.6 0.4 0.5 0.273
H 0.328731 3.520630 0.157327 0.4 0.1 -0.3 0.154
H 1.851663 3.763850 -0.753334 -0.3 -0.2 -0.1 0.146
H 0.263894 3.523227 -1.639607 0.4 -0.2 0.1 0.132
H 1.658375 1.512099 0.078663 1.1 -0.2 -0.9 0.142
H -0.927290 1.835694 -0.774150 0.1 -0.5 -0.4 0.132
H -0.274036 0.571198 -1.845910 0.3 -0.9 0.8 0.168
H -0.269118 0.700777 1.592514 0.4 0.0 -0.6 0.122
H 1.920474 -0.799231 -0.316589 -0.5 0.0 -0.2 0.052
H 0.865206 -2.232034 -0.395090 -0.3 0.6 0.0 0.152
H 2.329169 -3.184747 2.614317 -0.3 -0.5 -0.1 0.196
H -1.577412 -1.538103 -2.176377 -0.5 -0.1 0.1 0.084
H -3.078836 -2.213820 -1.440011 0.3 0.4 0.2 0.132
H -3.113122 -0.606972 -2.228338 0.3 -0.1 0.5 0.130
H -2.957453 0.566505 1.153840 -1.2 -0.1 0.3 0.161
Tl 3.793903 -0.710388 1.430882 4.9 1.6 -0.6 1.304

These records have molecular weight values of 380.507; 89.069; 401.338 g/mol, in the order they appear.
These records have energy above the lowest of the compared OMol25 structures with the same formula, charge and spin values of 63.8; 96.7; 0.0 kcal/mol, in the order they appear.
These records have electronic energy values of -857.2649; -346.4146; -1116.6731 Ha, in the order they appear.